This record from the OMol25 dataset describes a molecular structure, C29H24AsF5O2S2Se2W at a distorted geometry. The level of theory is wB97M-V/def2-TZVPD.

multiplicity	3
LUMO energy (spin up / spin down)	-0.7 / -0.9	eV
ΔE to the lowest compared entry with this formula, charge and spin	6.05	kcal per mole
calculated total energy	-263171.6588	eV
expectation value of S²	2.02

Atoms and positions in Å:
1 W -0.621 0.004 0.604
2 O -1.577 2.229 0.612
3 C -0.877 3.448 0.894
4 C 0.521 3.525 0.267
5 C 0.872 5.029 0.199
6 O 2.131 5.296 -0.377
7 C 1.580 2.822 1.124
8 Se 0.966 1.226 2.113
9 C 0.524 2.985 -1.158
10 Se 0.527 1.003 -1.376
11 H -2.019 2.299 -0.243
12 H -0.793 3.508 1.979
13 H -1.492 4.280 0.542
14 H 0.803 5.446 1.213
15 H 0.143 5.551 -0.426
16 H 2.821 4.878 0.148
17 H 1.953 3.488 1.905
18 H 2.415 2.494 0.503
19 H 1.426 3.310 -1.669
20 H -0.339 3.357 -1.716
21 F -4.699 -0.353 6.327
22 C -3.696 -0.603 5.491
23 C -3.656 0.005 4.249
24 F -4.620 0.840 3.872
25 C -2.593 -0.267 3.417
26 F -2.531 0.339 2.213
27 C -1.562 -1.139 3.734
28 S -0.311 -1.520 2.598
29 C -1.631 -1.733 4.994
30 F -0.677 -2.577 5.382
31 C -2.674 -1.466 5.860
32 F -2.707 -2.037 7.062
33 S -2.678 -0.272 -0.668
34 C -2.350 -1.317 -2.058
35 C -3.239 -1.334 -3.131
36 C -3.046 -2.217 -4.178
37 C -1.974 -3.101 -4.172
38 C -1.079 -3.077 -3.116
39 C -1.249 -2.173 -2.071
40 As -0.042 -2.104 -0.552
41 C -0.301 -3.913 0.125
42 C -1.471 -4.163 0.838
43 C -1.727 -5.428 1.338
44 C -0.811 -6.450 1.124
45 C 0.345 -6.210 0.397
46 C 0.603 -4.942 -0.104
47 C 1.730 -2.196 -1.342
48 C 2.773 -2.326 -0.423
49 C 4.090 -2.261 -0.844
50 C 4.370 -2.048 -2.187
51 C 3.337 -1.895 -3.099
52 C 2.016 -1.958 -2.680
53 H -4.084 -0.656 -3.131
54 H -3.741 -2.226 -5.009
55 H -1.836 -3.806 -4.981
56 H -0.238 -3.760 -3.084
57 H -2.185 -3.363 0.989
58 H -2.629 -5.616 1.905
59 H -1.005 -7.439 1.518
60 H 1.052 -7.011 0.228
61 H 1.505 -4.746 -0.673
62 H 2.536 -2.468 0.627
63 H 4.893 -2.361 -0.127
64 H 5.398 -1.989 -2.520
65 H 3.558 -1.712 -4.143
66 H 1.214 -1.803 -3.389